(1)
Density functional theory data (wB97M-V/def2-TZVPD) for C3H5N3 in the gas phase in a non-equilibrium geometry.

Geometry as XYZ:
```
11
Properties=species:S:1:pos:R:3:forces:R:3:mulliken_charge:R:1
C 1.213 0.767 -1.023 0.00 -0.19 0.75 -0.618
N 0.219 -0.072 -0.232 -0.77 0.04 1.70 0.423
C -0.132 -0.406 1.231 0.69 0.78 -3.02 -0.157
C -1.431 -0.816 1.157 -0.06 0.47 -2.78 -0.407
N -1.849 -0.695 -0.259 0.51 -0.38 2.42 -0.411
N -0.877 -0.265 -0.945 -0.26 -0.17 -0.02 -0.344
H 0.795 1.754 -1.277 -0.09 -0.46 0.41 0.264
H 2.113 0.911 -0.434 0.02 -0.03 0.17 0.300
H 1.516 0.314 -1.987 -0.53 -0.31 0.78 0.235
H 0.663 -0.299 1.975 -0.67 -0.14 -0.34 0.345
H -2.238 -1.201 1.803 1.17 0.38 -0.08 0.370
```
Forces are in eV/Å.

Summary:
* SMILES string: Cn1ccnn1
* HOMO level: -9.9 eV
* energy above the lowest of the compared OMol25 structures with the same formula, charge and spin: 54.3 kcal per mole
* LUMO level: 0.89 eV

(2)
Density functional theory data (wB97M-V/def2-TZVPD) for a molecular structure, C3H5CrLiO4 in a non-equilibrium geometry.

Geometry as XYZ:
```
14
Properties=species:S:1:pos:R:3:forces:R:3:lowdin_spin:R:1
O 0.169 -0.098 0.533 -0.21 0.26 1.86 0.114
C -0.509 -0.587 1.603 1.23 0.59 -2.52 0.040
C 0.022 -0.672 -0.671 0.22 0.77 0.12 0.382
O -0.248 -0.037 2.710 -0.10 0.05 0.89 0.025
O -1.329 -1.508 1.508 -0.41 -0.31 0.44 0.007
C 0.304 0.207 -1.804 0.18 4.47 -1.44 0.190
Cr -1.602 -1.357 3.458 -0.75 -0.62 0.67 3.963
H -0.867 -1.308 -0.759 0.94 -0.94 -0.43 0.008
H 0.519 -0.354 -2.750 0.85 0.51 -0.01 0.031
H 1.339 -0.569 -1.291 -1.17 -0.72 0.55 0.065
H -0.670 0.575 -2.231 -0.21 0.45 0.24 0.111
Li 1.049 1.264 3.195 0.50 0.60 0.21 0.002
O 0.902 1.939 -1.351 -0.97 -4.48 -0.03 0.062
H 0.922 2.504 -2.150 -0.10 -0.61 -0.54 0.000
```
Forces are in eV/Å.

Summary:
* multiplicity: 6
* HOMO level (alpha / beta): -21.8 / -22.4 eV
* net charge: +3
* ⟨S²⟩: 8.77
* LUMO level (alpha / beta): -14.33 / -14.48 eV

(3)
Density functional theory data (wB97M-V/def2-TZVPD) for 3 unconnected molecules or ions with the total composition C25H45BN2O3Si.

Geometry as XYZ:
```
77
Properties=species:S:1:pos:R:3:forces:R:3:mulliken_charge:R:1
C 0.730 4.617 0.604 -0.11 0.00 0.02 -1.076
C 1.957 3.795 0.231 0.13 -0.09 0.04 -0.211
O 1.644 2.921 -0.842 -0.17 0.00 0.05 -0.320
C 2.260 1.642 -0.841 0.16 -0.08 0.08 -0.217
C 2.901 1.379 -2.201 -0.07 0.01 -0.04 -0.418
C 2.951 -0.092 -2.637 0.09 0.00 0.07 -0.511
C 4.239 -0.816 -2.241 0.02 0.12 0.00 -1.124
C 4.489 -0.973 -0.734 0.05 -0.05 -0.07 -0.567
Si 3.193 -1.933 0.267 0.02 0.11 0.07 -0.259
C 2.338 -3.273 -0.731 -0.07 -0.10 -0.08 -1.085
C 1.320 -4.044 0.138 -0.01 0.17 -0.10 -0.621
C -0.119 -3.507 0.011 -0.01 0.00 0.09 -0.725
C -0.748 -3.119 1.349 0.04 0.05 0.03 -0.479
C -2.249 -2.844 1.276 -0.17 0.00 -0.19 -0.595
O -2.506 -1.486 1.579 0.21 0.04 0.29 -0.311
C -3.803 -1.242 2.073 -0.06 0.03 -0.19 -0.820
B 4.122 -2.792 1.864 -0.06 -0.01 0.00 0.480
O 4.520 -4.089 1.684 0.11 -0.02 0.10 -0.566
C 4.388 -2.059 3.231 0.10 0.03 0.04 -0.462
C 4.642 -0.552 3.110 0.05 0.01 0.01 -1.051
H 0.004 4.567 -0.208 0.06 0.07 -0.01 0.202
H 0.981 5.664 0.769 0.02 -0.01 0.02 0.336
H 0.247 4.239 1.505 -0.02 -0.04 -0.04 0.345
H 2.780 4.456 -0.072 0.01 -0.05 -0.01 0.287
H 2.305 3.203 1.083 0.01 0.11 0.03 0.327
H 2.991 1.592 -0.028 0.01 -0.08 -0.04 0.269
H 1.500 0.880 -0.636 -0.06 0.06 -0.01 0.133
H 2.307 1.944 -2.922 0.01 -0.01 -0.01 0.256
H 3.912 1.799 -2.225 -0.05 0.07 -0.05 0.257
H 2.069 -0.614 -2.250 0.02 -0.02 0.03 0.150
H 2.870 -0.131 -3.726 0.00 -0.01 0.01 0.318
H 4.280 -1.800 -2.717 -0.13 0.00 0.01 0.356
H 5.063 -0.239 -2.677 0.05 -0.10 0.01 0.478
H 5.427 -1.525 -0.598 0.03 0.06 -0.04 0.569
H 4.664 0.007 -0.280 -0.06 -0.04 0.06 0.374
H 2.155 -0.987 0.777 -0.04 -0.04 -0.05 -0.112
H 1.822 -2.851 -1.597 0.05 0.00 -0.05 0.571
H 3.096 -3.948 -1.139 0.05 0.00 0.11 0.540
H 1.611 -3.989 1.193 0.06 -0.12 -0.03 0.202
H 1.344 -5.100 -0.133 -0.02 -0.02 0.08 0.384
H -0.126 -2.631 -0.643 -0.08 -0.04 -0.02 0.294
H -0.750 -4.265 -0.461 0.01 0.04 -0.07 0.423
H -0.280 -2.205 1.725 0.07 -0.07 0.03 0.127
H -0.543 -3.905 2.082 -0.05 0.01 -0.01 0.359
H -2.805 -3.483 1.973 0.05 0.01 0.02 0.386
H -2.623 -3.066 0.266 -0.04 -0.03 0.06 0.353
H -3.805 -0.242 2.504 -0.01 -0.01 -0.02 0.299
H -4.081 -1.964 2.848 0.00 0.01 -0.02 0.358
H -4.560 -1.279 1.282 0.01 -0.07 0.03 0.286
H 5.005 -4.446 2.443 -0.12 0.05 -0.12 0.301
H 3.497 -2.227 3.853 0.00 0.00 -0.02 0.301
H 5.217 -2.537 3.773 -0.02 0.00 0.00 0.357
H 3.766 -0.036 2.710 0.02 -0.02 -0.02 0.195
H 4.883 -0.098 4.072 -0.04 -0.01 0.00 0.388
H 5.480 -0.349 2.439 -0.03 0.01 0.00 0.282
N -7.184 -1.368 2.250 0.01 0.00 0.03 -0.287
C -7.923 -0.973 3.284 -0.02 0.00 -0.01 -0.139
C -9.288 -0.739 3.206 -0.01 0.00 0.00 -0.510
C -9.921 -0.924 1.988 0.01 0.00 0.00 -0.140
C -9.164 -1.335 0.903 -0.01 0.00 0.00 -0.588
C -7.805 -1.542 1.086 -0.01 0.00 0.00 -0.046
H -7.395 -0.836 4.222 0.00 0.00 0.00 0.340
H -9.836 -0.419 4.082 0.00 0.00 0.00 0.346
H -10.985 -0.752 1.886 0.00 0.00 0.00 0.367
H -9.613 -1.492 -0.068 0.00 0.00 0.00 0.341
H -7.183 -1.864 0.257 0.00 0.00 0.00 0.322
N 1.419 5.903 -4.051 0.02 0.03 0.00 -0.601
C 0.488 6.215 -4.950 -0.03 -0.01 -0.01 -0.317
C -0.734 5.565 -5.048 0.01 0.01 0.00 -0.234
C -1.003 4.533 -4.164 0.00 0.01 -0.01 -0.705
C -0.044 4.196 -3.223 -0.04 -0.06 0.03 -0.013
C 1.145 4.910 -3.207 0.08 0.06 -0.04 -0.155
H 0.733 7.026 -5.627 -0.01 0.00 0.00 0.360
H -1.451 5.865 -5.799 0.00 0.00 0.00 0.361
H -1.944 3.999 -4.208 0.00 0.00 0.00 0.381
H -0.197 3.397 -2.509 0.02 0.03 -0.02 0.335
H 1.915 4.665 -2.484 -0.06 -0.01 -0.05 0.568
```
Forces are in eV/Å.

Summary:
* SMILES string: CCOCCCCC[Si@@H](CCCCCOC)B(O)CC.c1ccncc1.c1ccncc1
* HOMO level: -9.2 eV
* LUMO level: 0.55 eV

(4)
Density functional theory data (wB97M-V/def2-TZVPD) for C4H12N4O in the gas phase.

Geometry as XYZ:
```
21
Properties=species:S:1:pos:R:3:forces:R:3:mulliken_charge:R:1
C -1.929 0.855 0.711 0.16 -0.25 -0.35 -1.820
C -0.711 0.441 -0.101 -0.44 0.43 -0.01 0.873
N 1.575 1.335 0.448 0.07 0.12 -0.02 -0.681
N -0.614 1.212 -1.310 -0.03 0.14 0.06 -0.705
N 0.532 0.436 0.706 -0.01 -0.11 -0.27 0.152
H 1.591 1.621 -0.533 -0.11 0.06 0.21 0.251
H 1.416 2.163 1.015 0.10 -0.18 -0.16 0.255
H -0.057 0.709 -1.993 -0.14 -0.03 -0.01 0.251
H -1.530 1.371 -1.708 0.03 0.03 -0.03 0.288
H -2.832 0.456 0.253 -0.14 0.03 0.01 0.407
H -1.841 0.487 1.730 -0.03 -0.03 0.03 0.404
H -1.983 1.940 0.735 0.00 0.11 0.05 0.445
C 1.939 -1.364 -0.451 -0.22 0.18 0.35 -1.418
C 0.732 -0.987 0.386 0.58 -0.41 0.41 0.181
O -1.513 -1.895 0.079 -0.36 -0.30 0.22 -0.427
N -0.533 -1.014 -0.361 0.23 0.21 0.00 -0.050
H -1.637 -1.806 1.041 0.18 0.14 -0.12 0.324
H 0.705 -1.593 1.306 -0.07 -0.06 -0.18 0.245
H 1.926 -0.832 -1.397 0.04 0.05 -0.13 0.263
H 1.921 -2.432 -0.648 0.00 -0.11 -0.04 0.413
H 2.844 -1.104 0.091 0.16 -0.03 -0.02 0.348
```
Forces are in eV/Å.

Summary:
* SMILES string: C[C@H]1N(N)[C@@](C)(N)N1O
* HOMO level: -8.6 eV
* energy above the lowest of the compared OMol25 structures with the same formula, charge and spin: 83.4 kcal per mole
* LUMO level: 0.98 eV